1.
DFT (ωB97M-V with the def2-TZVPD basis set) results for a molecular structure, C38H81BCl24IN3O9P2S2Sb in a non-equilibrium geometry.

Geometry as XYZ:
```
162
Properties=species:S:1:pos:R:3:lowdin_charge:R:1
C -4.612 -4.683 2.779 -0.147
C -4.237 -3.696 4.046 -0.237
C -3.905 -2.142 3.517 -0.334
N -2.448 -2.142 3.167 -0.212
Sb -1.868 -0.401 2.085 1.121
C -3.387 -0.716 0.518 -0.311
C -3.536 -2.312 0.034 -0.298
C -3.620 -2.316 -1.627 -0.450
S -1.846 -2.173 -2.293 0.824
C -1.901 -1.299 -3.976 -0.975
S -0.420 -1.063 -4.796 0.553
N -3.267 -0.873 -4.472 -0.238
C -3.494 -1.208 -5.931 -0.161
C -4.867 -0.372 -6.382 -0.171
O -5.809 -0.169 -5.263 -0.212
C -5.232 0.722 -4.235 -0.156
C -3.571 0.574 -4.152 -0.150
C -3.102 0.880 3.363 -0.462
C -4.649 1.133 2.972 -0.190
C -5.551 1.835 4.191 -0.301
N -5.006 2.207 5.551 0.061
O -6.874 2.041 3.942 -0.123
O -0.594 -1.475 0.871 -0.290
B 0.457 -2.166 1.621 -0.791
O 0.319 -3.282 2.572 0.024
O 1.871 -1.732 1.337 -0.036
P 0.109 -0.022 3.567 0.335
O 1.360 0.938 2.747 -0.487
I -0.439 1.385 5.527 0.446
P -1.235 1.707 0.820 0.620
O -2.521 2.340 0.080 -0.471
O -0.707 2.995 1.924 -0.321
O -0.073 1.402 -0.450 -0.283
H -3.642 -4.967 2.177 0.073
H -5.173 -5.625 3.194 0.070
H -5.329 -4.080 2.064 0.064
H -3.326 -4.094 4.699 0.114
H -5.135 -3.571 4.803 0.099
H -4.228 -1.455 4.407 0.104
H -4.657 -1.959 2.643 0.083
H -2.289 -2.979 2.562 0.016
H -3.030 -0.155 -0.474 0.052
H -4.469 -0.367 0.723 0.061
H -2.664 -2.991 0.415 0.081
H -4.538 -2.748 0.510 0.090
H -4.070 -3.367 -1.948 0.087
H -4.275 -1.445 -2.063 0.078
H -2.632 -0.848 -6.645 0.104
H -3.728 -2.355 -6.124 0.134
H -4.508 0.640 -6.866 0.127
H -5.465 -0.945 -7.225 0.080
H -5.676 0.385 -3.201 0.125
H -5.537 1.858 -4.374 0.130
H -3.071 1.265 -4.984 0.123
H -3.141 0.865 -3.101 0.138
H -3.105 0.401 4.457 0.017
H -2.578 1.952 3.409 0.044
H -5.262 0.149 2.687 0.100
H -4.736 1.828 2.009 0.132
H -4.607 1.313 5.965 0.086
H -5.865 2.410 6.140 0.091
H -0.304 -3.995 2.243 0.104
H 2.465 -1.957 2.117 -0.019
H 1.328 0.782 1.760 0.019
H 0.235 3.265 1.672 0.069
H 0.511 0.613 -0.252 0.060
Cl 2.183 -0.824 5.479 0.469
C 2.636 -1.998 6.739 -0.640
C 1.443 -2.804 7.229 -0.642
Cl 0.289 -1.806 8.149 0.514
H 3.115 -1.451 7.557 0.048
H 3.379 -2.667 6.296 0.062
H 1.781 -3.597 7.902 0.068
H 0.903 -3.269 6.399 0.073
Cl 4.580 -1.982 2.617 0.655
C 5.894 -2.090 1.419 -0.707
C 6.567 -0.748 1.181 -0.705
Cl 5.494 0.404 0.347 0.556
H 5.477 -2.501 0.494 -0.037
H 6.622 -2.806 1.812 0.017
H 7.446 -0.880 0.543 0.022
H 6.894 -0.289 2.119 0.066
Cl -0.690 6.271 -3.730 0.514
C -1.541 5.068 -2.729 -0.636
C -0.684 3.845 -2.447 -0.651
Cl -0.400 2.870 -3.911 0.547
H -2.471 4.800 -3.239 0.070
H -1.799 5.565 -1.789 0.077
H -1.189 3.194 -1.727 0.024
H 0.289 4.122 -2.030 0.069
Cl 8.455 -4.530 4.035 0.545
C 9.769 -4.639 2.837 -0.674
C 10.442 -3.296 2.599 -0.639
Cl 9.369 -2.144 1.765 0.619
H 9.352 -5.050 1.912 -0.015
H 10.497 -5.355 3.230 0.074
H 11.321 -3.429 1.961 0.072
H 10.768 -2.837 3.537 0.070
Cl -7.644 -0.440 -10.140 0.564
C -8.582 -1.803 -9.480 -0.648
C -7.970 -2.357 -8.204 -0.652
Cl -6.417 -3.177 -8.502 0.550
H -8.657 -2.570 -10.257 0.071
H -9.588 -1.426 -9.277 0.054
H -8.640 -3.101 -7.762 0.075
H -7.801 -1.569 -7.463 0.065
Cl 4.661 2.389 6.393 0.535
C 3.284 3.337 7.010 -0.754
C 2.794 2.830 8.356 -0.646
Cl 2.025 1.227 8.232 0.503
H 2.491 3.312 6.256 0.025
H 3.629 4.371 7.105 -0.010
H 2.040 3.512 8.759 0.066
H 3.611 2.759 9.081 0.068
Cl 5.535 -6.910 9.202 0.531
C 6.850 -7.018 8.004 -0.669
C 7.522 -5.676 7.766 -0.667
Cl 6.450 -4.524 6.932 0.527
H 6.433 -7.430 7.080 0.070
H 7.577 -7.734 8.397 0.069
H 8.401 -5.808 7.128 0.059
H 7.849 -5.217 8.704 0.070
Cl 1.340 6.716 -8.546 0.522
C 0.489 5.514 -7.544 -0.672
C 1.346 4.291 -7.262 -0.746
Cl 1.630 3.316 -8.726 0.527
H -0.441 5.246 -8.054 0.072
H 0.231 6.011 -6.605 0.026
H 0.841 3.640 -6.543 0.032
H 2.319 4.568 -6.846 -0.010
Cl -10.988 1.383 -9.849 0.534
C -9.700 2.536 -10.278 -0.674
C -10.150 3.534 -11.333 -0.666
Cl -10.407 2.766 -12.920 0.530
H -8.829 1.964 -10.611 0.014
H -9.429 3.064 -9.359 0.077
H -9.381 4.299 -11.473 0.072
H -11.080 4.034 -11.044 0.068
Cl 2.217 5.126 -4.607 0.620
C 3.875 5.500 -4.072 -0.614
C 4.847 4.374 -4.385 -0.661
Cl 4.534 2.922 -3.401 0.549
H 3.844 5.720 -3.001 0.072
H 4.179 6.410 -4.597 0.075
H 5.869 4.693 -4.161 0.069
H 4.804 4.085 -5.439 0.068
Cl 6.221 -4.163 -0.715 0.666
C 6.880 -5.505 -1.685 -0.631
C 7.867 -6.352 -0.897 -0.638
Cl 9.374 -5.472 -0.538 0.580
H 7.340 -5.080 -2.582 0.072
H 6.030 -6.118 -1.996 0.076
H 8.147 -7.234 -1.480 0.072
H 7.439 -6.692 0.051 0.075
Cl 1.990 5.895 6.569 0.645
C 2.277 7.106 5.295 -0.620
C 3.687 7.672 5.348 -0.659
Cl 3.954 8.683 6.791 0.529
H 1.524 7.893 5.399 0.071
H 2.114 6.603 4.338 0.080
H 3.865 8.310 4.478 0.072
H 4.440 6.878 5.347 0.071
```

Values from the calculation:
orbital gap = 6.070 eV
net charge = -1
molecular weight = 1960.5 g mol⁻¹

=====

2.
DFT (ωB97M-V with the def2-TZVPD basis set) results for a molecular structure, C32H29BrCl6IN2NaO2S.

Geometry as XYZ:
```
75
Properties=species:S:1:pos:R:3:lowdin_charge:R:1
Na 1.596 1.298 -0.628 0.339
Cl 2.429 3.301 1.896 0.642
C 0.951 3.993 1.221 -0.726
C 0.537 3.546 -0.021 -0.161
C -0.637 4.125 -0.464 -0.706
Cl -1.268 3.654 -2.044 0.554
C -1.386 5.053 0.259 -0.717
Cl -2.864 5.720 -0.353 0.626
C -0.927 5.448 1.514 -0.729
Cl -1.827 6.588 2.455 0.627
C 0.261 4.914 2.005 -0.731
Cl 0.820 5.381 3.581 0.627
C 4.308 -1.405 1.582 -0.036
C 3.523 -0.924 0.372 -0.371
O 3.280 0.278 0.313 -0.008
C 3.109 -1.890 -0.647 -0.088
C 3.556 -3.221 -0.549 -0.072
C 3.223 -4.191 -1.462 -0.134
C 2.376 -3.838 -2.528 -0.115
C 1.911 -2.560 -2.665 -0.034
C 2.262 -1.505 -1.752 -0.368
O 1.827 -0.332 -1.958 -0.153
H 4.324 -0.592 2.302 0.061
H 5.330 -1.661 1.291 0.081
H 3.852 -2.280 2.044 0.075
H 4.196 -3.494 0.281 0.092
H 3.586 -5.205 -1.353 0.078
H 2.074 -4.593 -3.247 0.092
H 1.240 -2.290 -3.471 0.109
C -2.759 -2.218 3.913 -0.077
C -2.125 -0.863 4.156 -0.239
N -0.715 -0.917 3.774 -0.004
C 0.166 0.111 3.818 -0.881
S 1.764 -0.176 4.290 0.510
N -0.247 1.349 3.500 0.026
C -1.360 1.714 2.618 -0.227
C -2.398 2.567 3.330 -0.070
H -3.800 -2.217 4.235 0.075
H -2.231 -3.000 4.468 0.070
H -2.733 -2.459 2.851 0.062
H -2.209 -0.578 5.215 0.116
H -2.652 -0.117 3.570 0.079
H -0.256 -1.777 4.033 0.091
H 0.502 2.023 3.567 0.071
H -1.779 0.814 2.176 0.071
H -0.941 2.270 1.781 0.091
H -2.815 2.050 4.196 0.065
H -3.214 2.809 2.645 0.074
H -1.958 3.505 3.676 0.055
Cl -6.412 -2.979 1.792 0.503
C -5.019 -2.116 1.135 -0.743
C -4.930 -0.731 1.245 -0.175
C -3.835 -0.054 0.756 -0.102
C -2.724 -0.720 0.109 -0.373
C -1.635 -0.055 -0.399 -0.048
C -2.871 -2.160 0.047 -0.091
C -3.976 -2.818 0.526 -0.190
H -5.737 -0.179 1.715 0.087
H -3.819 1.030 0.820 0.089
H -0.828 -0.588 -0.888 0.020
H -1.598 1.029 -0.396 0.008
H -2.078 -2.733 -0.422 0.093
H -4.037 -3.898 0.443 0.087
Br 0.663 1.898 -8.042 0.666
C 1.747 0.703 -7.041 -0.742
C 2.502 -0.217 -7.757 -0.162
C 3.312 -1.115 -7.082 -0.100
C 3.363 -1.093 -5.696 -0.078
C 2.611 -0.171 -4.986 -0.143
C 1.793 0.740 -5.652 -0.737
I 0.692 2.057 -4.477 0.964
H 2.444 -0.223 -8.837 0.086
H 3.893 -1.837 -7.643 0.096
H 3.970 -1.805 -5.153 0.106
H 2.604 -0.174 -3.902 0.065
```

Values from the calculation:
relative energy (zero: lowest compared OMol25 entry of this formula, charge and spin) = 5.8 kcal/mol
orbital gap = 3.753 eV
net charge = -2
molecular weight = 948.2 g mol⁻¹

=====

3.
DFT (ωB97M-V with the def2-TZVPD basis set) results for a molecular structure, C3H5N3 in a non-equilibrium geometry.

Geometry as XYZ:
```
11
Properties=species:S:1:pos:R:3:nbo_charge:R:1
C -0.156 -0.071 0.637 0.498
C -0.051 1.108 -0.872 -0.083
C 0.080 -0.054 -1.550 -0.131
H -0.534 0.399 2.276 0.385
H 0.844 -0.732 2.395 0.367
H 0.163 2.089 -1.424 0.184
H -0.134 -0.360 -2.633 0.235
H -0.134 -1.964 -0.734 0.421
N -0.266 -0.623 1.939 -0.817
N -0.048 1.138 0.425 -0.484
N 0.236 -0.930 -0.459 -0.576
```

Values from the calculation:
relative energy (zero: lowest compared OMol25 entry of this formula, charge and spin) = 68.6 kcal/mol
orbital gap = 9.101 eV
net charge = 0
molecular weight = 83.1 g mol⁻¹